No. 1
{
  "formula": "C4H7N3O",
  "method": "ωB97M-V with the def2-TZVPD basis set",
  "gap_ev": 6.6572,
  "total_charge": 0,
  "relative_energy_ev": 7.166,
  "species": ["C", "C", "C", "C", "H", "H", "H", "H", "H", "H", "H", "N", "N", "N", "O"],
  "coordinates": [[-2.7681, -0.1536, 0.0636], [-0.3521, -0.4025, -0.0950], [0.0291, 0.9404, -0.2055], [1.9862, -0.3937, -0.0909], [-3.6130, -0.7425, -0.3266], [-2.4261, 0.5961, -0.7814], [-2.4941, 0.6726, 0.8928], [-0.7633, 1.7915, -0.2962], [1.9095, 2.0577, 1.0728], [3.7266, -0.0451, 0.4960], [0.8774, -2.1899, -0.2879], [1.4627, 1.0054, -0.3111], [3.0828, -0.8941, 0.1765], [0.8200, -1.1501, -0.4624], [-1.4778, -1.0919, 0.1554]],
  "mulliken_charge": [-0.692, 0.566, -0.139, 0.304, 0.323, 0.258, 0.335, 0.202, 0.170, 0.297, 0.284, -0.599, -0.603, -0.243, -0.463]
}


No. 2
{
  "formula": "C29H48AlBGeN6O4",
  "method": "ωB97M-V with the def2-TZVPD basis set",
  "gap_ev": 8.0849,
  "total_charge": 2,
  "relative_energy_ev": 0.078,
  "species": ["Al", "B", "N", "C", "C", "C", "N", "N", "C", "C", "C", "N", "H", "H", "H", "H", "H", "H", "H", "H", "C", "O", "C", "C", "C", "C", "C", "C", "O", "C", "O", "C", "H", "H", "H", "H", "H", "H", "H", "H", "H", "C", "C", "C", "C", "Ge", "C", "C", "C", "C", "H", "H", "H", "H", "H", "H", "H", "H", "H", "H", "H", "H", "H", "H", "H", "H", "H", "H", "H", "C", "N", "C", "C", "C", "N", "C", "C", "O", "H", "H", "H", "H", "H", "H", "H", "H", "H", "H", "H", "H"],
  "coordinates": [[-0.6927, 0.3472, -0.2737], [-1.0562, -3.0530, -1.1819], [-0.4001, -2.6030, 0.1533], [-0.0082, -3.4669, 1.0840], [0.5707, -2.7691, 2.1380], [0.4926, -1.4468, 1.7499], [-0.0935, -1.3508, 0.5361], [-1.4832, -1.8331, -2.0628], [-2.0922, -2.0440, -3.2248], [-2.2453, -0.8373, -3.8921], [-1.6870, 0.0927, -3.0437], [-1.2130, -0.5112, -1.9276], [-2.0457, -3.6786, -0.9236], [-0.2486, -3.6939, -1.7960], [-0.1607, -4.5226, 0.9370], [0.9861, -3.1716, 3.0435], [0.8244, -0.5580, 2.2572], [-2.3685, -3.0456, -3.5083], [-2.6969, -0.6666, -4.8516], [-1.6039, 1.1555, -3.1604], [4.0494, 3.1270, 3.6452], [3.3070, 4.1584, 2.9937], [2.4200, 3.8423, 2.0647], [1.7633, 4.9259, 1.4553], [0.8293, 4.6874, 0.4920], [0.4915, 3.3759, 0.0800], [-0.4760, 3.1306, -0.9505], [-1.1065, 4.2100, -1.7656], [-0.8275, 1.9580, -1.2443], [1.1657, 2.2992, 0.7006], [0.9225, 0.9864, 0.3639], [2.1156, 2.5325, 1.6811], [4.7198, 3.6390, 4.3273], [4.6306, 2.5561, 2.9176], [3.3851, 2.4692, 4.2084], [2.0177, 5.9272, 1.7706], [0.3332, 5.5313, 0.0383], [-0.8067, 5.2169, -1.5077], [-2.1895, 4.1168, -1.6753], [-0.8555, 4.0238, -2.8115], [2.5959, 1.6875, 2.1454], [5.5222, -2.6413, 1.9537], [5.9053, -1.1993, 1.6520], [5.1994, -0.6252, 0.4244], [3.6814, -0.5569, 0.6155], [2.6614, 0.2983, -0.8136], [1.8947, -0.8341, -2.2144], [3.0102, -1.6323, -2.9259], [3.8427, -0.8260, -3.9141], [4.6225, 0.3009, -3.2583], [6.1361, -3.0494, 2.7547], [5.6642, -3.2757, 1.0766], [4.4810, -2.7337, 2.2685], [6.9826, -1.1297, 1.4931], [5.6859, -0.5650, 2.5181], [5.4362, -1.2480, -0.4433], [5.5948, 0.3724, 0.2116], [3.4583, 0.0068, 1.5205], [3.2648, -1.5590, 0.7368], [2.8628, 1.8029, -1.0036], [1.2976, -0.2524, -2.9162], [1.2347, -1.5483, -1.7197], [2.5309, -2.4669, -3.4410], [3.6657, -2.0907, -2.1753], [3.1984, -0.4244, -4.7001], [4.5360, -1.5077, -4.4092], [3.9759, 1.1269, -2.9434], [5.3372, 0.7559, -3.9437], [5.2029, -0.0547, -2.4003], [-4.1969, -0.7089, -0.3895], [-4.0499, -0.4822, 1.0446], [-5.0275, -1.1333, 1.9185], [-5.1097, -0.3973, 3.2380], [-3.7198, -0.2877, 3.8267], [-2.8019, 0.3024, 2.8490], [-1.6177, 0.9511, 3.3873], [-2.9835, 0.1490, 1.5359], [-2.1234, 0.6458, 0.7127], [-5.2572, -0.6936, -0.6311], [-3.7828, -1.6788, -0.6748], [-3.7028, 0.0744, -0.9550], [-4.7424, -2.1800, 2.0630], [-5.9871, -1.1225, 1.4037], [-5.7661, -0.9283, 3.9250], [-5.5253, 0.5993, 3.0805], [-3.3380, -1.2665, 4.1323], [-3.7186, 0.3552, 4.7063], [-1.9143, 1.5880, 4.2190], [-1.1447, 1.5728, 2.6323], [-0.9049, 0.2091, 3.7516]],
  "mulliken_charge": [-2.553, -0.319, 0.307, -0.557, -1.687, -0.314, 1.118, -0.113, -0.385, -1.151, -0.632, 1.899, -0.090, -0.076, 0.528, 0.646, 0.715, 0.536, 0.517, 0.531, -0.700, -0.428, 0.567, -1.299, -1.046, 0.725, 0.683, -1.694, 0.372, 0.123, -0.123, 0.215, 0.296, 0.280, 0.310, 0.518, 0.343, 0.503, 0.314, 0.313, 0.186, -1.136, -0.625, -0.855, -0.586, 1.554, 0.064, -0.839, -0.585, -0.833, 0.406, 0.301, 0.235, 0.425, 0.240, 0.356, 0.398, 0.368, 0.499, -0.184, 0.499, -0.106, 0.492, 0.239, 0.352, 0.414, 0.174, 0.484, 0.130, -0.876, 0.094, -0.524, -0.776, -0.538, 0.233, -0.930, 0.351, -0.135, 0.532, 0.283, 0.118, 0.306, 0.362, 0.383, 0.303, 0.303, 0.341, 0.534, 0.114, 0.270]
}


No. 3
{
  "formula": "C4H6ClN",
  "method": "ωB97M-V with the def2-TZVPD basis set",
  "gap_ev": 10.3269,
  "total_charge": 0,
  "relative_energy_ev": 0.776,
  "species": ["Cl", "C", "C", "C", "N", "C", "H", "H", "H", "H", "H", "H"],
  "coordinates": [[2.0509, 0.0182, -0.0459], [0.3239, 0.1142, 0.0916], [-0.4185, 1.1770, 0.0086], [-1.8417, 0.7342, 0.0504], [-1.8779, -0.7968, -0.1038], [-0.4532, -1.1691, 0.1386], [-0.2043, 2.2142, -0.0898], [-2.4376, 1.2957, -0.7203], [-2.3348, 1.0115, 1.0327], [-1.8599, -0.8822, -1.1352], [-0.1052, -1.9704, -0.4673], [-0.4424, -1.5390, 1.1516]],
  "mulliken_charge": [-0.206, 0.261, -0.351, -0.472, -0.482, -0.630, 0.450, 0.279, 0.216, 0.295, 0.409, 0.232]
}


No. 4
{
  "formula": "C23H32NRe",
  "method": "ωB97M-V with the def2-TZVPD basis set",
  "s_squared": 3.763,
  "gap_ev": [5.9860, 6.7072],
  "total_charge": 1,
  "relative_energy_ev": 0.000,
  "multiplicity": 4,
  "species": ["C", "C", "C", "C", "C", "Re", "C", "C", "H", "C", "H", "H", "C", "H", "H", "H", "C", "H", "H", "H", "C", "H", "H", "H", "C", "H", "H", "H", "C", "H", "H", "H", "C", "H", "H", "H", "C", "H", "H", "H", "C", "C", "C", "C", "H", "C", "H", "C", "H", "H", "H", "C", "C", "N", "H", "H", "H"],
  "coordinates": [[1.0424, -2.5025, 1.0622], [2.0691, -1.8292, 0.3113], [1.6767, -1.8111, -1.0702], [0.3926, -2.4456, -1.1800], [0.0172, -2.9065, 0.1312], [0.2026, -0.8390, 0.1293], [-1.7756, 2.0140, -0.1381], [-1.2965, 0.8343, 0.7337], [-0.9292, 1.1588, 1.7129], [-1.8497, -0.4807, 0.6323], [-2.5363, -0.7220, -0.1846], [-2.0583, -1.0437, 1.5473], [-2.4088, 3.0437, 0.8254], [-1.6719, 3.4801, 1.5105], [-2.9110, 3.8553, 0.2893], [-3.1736, 2.5437, 1.4354], [-2.9148, 1.5457, -1.0713], [-2.5273, 0.8525, -1.8272], [-3.6913, 1.0345, -0.4927], [-3.3702, 2.4011, -1.5844], [3.2886, -1.1817, 0.8612], [3.0329, -0.2471, 1.3801], [3.7791, -1.8312, 1.5954], [3.9727, -0.9300, 0.0448], [2.4758, -1.2105, -2.1778], [2.6123, -0.1335, -2.0209], [3.4797, -1.6567, -2.2233], [1.9675, -1.3648, -3.1348], [-0.4048, -2.5644, -2.4356], [-0.2870, -1.6634, -3.0480], [-0.0772, -3.4193, -3.0411], [-1.4671, -2.6963, -2.2111], [-1.1901, -3.7281, 0.4349], [-2.0457, -3.3789, -0.1492], [-1.0331, -4.7844, 0.1785], [-1.4421, -3.6757, 1.4953], [1.0868, -2.7941, 2.5264], [0.2124, -3.3772, 2.8325], [1.9930, -3.3581, 2.7843], [1.1085, -1.8711, 3.1132], [0.4417, 1.7942, -1.3892], [-0.7260, 2.5815, -0.9934], [0.9717, 2.0512, -2.6582], [-0.8973, 3.8324, -1.6049], [1.0007, 1.0286, -0.7947], [0.6524, 3.2214, -3.3585], [1.6563, 1.3300, -3.1246], [-0.1797, 4.1628, -2.7593], [-1.6232, 4.5385, -1.2089], [1.0625, 3.3904, -4.3563], [-0.3245, 5.1427, -3.2114], [0.6267, 0.7857, 4.7811], [1.0408, 0.7023, 3.3941], [1.3967, 0.7013, 2.2833], [1.4095, 0.3742, 5.4372], [-0.3017, 0.2106, 4.9284], [0.4450, 1.8353, 5.0579]],
  "mulliken_charge": [0.714, 0.214, 1.089, 0.046, 1.169, -0.087, 2.403, -0.626, 0.402, -1.451, 0.405, 0.346, -2.063, 0.400, 0.501, 0.433, -1.976, 0.350, 0.460, 0.455, -1.545, 0.201, 0.431, 0.411, -1.451, 0.430, 0.401, 0.398, -1.635, 0.418, 0.317, 0.348, -1.456, 0.355, 0.289, 0.410, -1.191, 0.361, 0.393, 0.078, 0.831, 0.295, -0.798, -0.613, 0.331, -0.828, 0.141, -0.632, 0.305, 0.409, 0.392, -1.158, 0.579, -0.427, 0.361, 0.297, 0.371]
}


No. 5
{
  "formula": "C26H23N2",
  "method": "ωB97M-V with the def2-TZVPD basis set",
  "gap_ev": 5.4182,
  "total_charge": 1,
  "relative_energy_ev": 0.824,
  "species": ["C", "C", "C", "C", "C", "C", "C", "C", "C", "C", "C", "C", "C", "C", "C", "C", "C", "H", "H", "H", "H", "H", "H", "H", "H", "H", "H", "H", "H", "H", "H", "H", "H", "H", "N", "C", "C", "C", "C", "C", "N", "C", "C", "C", "C", "H", "H", "H", "H", "H", "H"],
  "coordinates": [[7.3134, -2.7783, -0.2932], [6.0011, -2.0622, -0.2752], [5.9719, -0.6593, -0.3057], [4.7671, 0.0201, -0.3498], [3.5289, -0.6795, -0.3660], [2.2940, 0.0256, -0.4916], [1.0484, -0.5837, -0.3753], [-0.1510, 0.0051, -0.7708], [-1.3607, -0.7597, -0.9092], [-2.3441, -0.4276, -1.8781], [-3.4830, -1.2047, -2.0223], [-3.7122, -2.3027, -1.1806], [-4.9608, -3.1151, -1.3239], [-2.7551, -2.6355, -0.2148], [-1.5979, -1.8848, -0.0758], [3.5790, -2.1022, -0.2975], [4.7920, -2.7712, -0.2530], [7.1619, -3.8619, -0.2885], [7.8966, -2.5135, -1.1856], [7.9177, -2.5058, 0.5812], [6.9176, -0.1130, -0.3215], [4.7471, 1.1089, -0.4021], [2.3429, 1.0965, -0.7051], [1.0141, -1.6033, 0.0258], [-0.1347, 1.0100, -1.2023], [-2.1763, 0.4442, -2.5131], [-4.2248, -0.9611, -2.7853], [-4.9881, -3.9069, -0.5698], [-5.8625, -2.4992, -1.2141], [-5.0072, -3.5851, -2.3140], [-2.9383, -3.4898, 0.4391], [-0.8771, -2.1328, 0.7053], [2.6520, -2.6733, -0.3321], [4.8141, -3.8635, -0.2319], [-6.6786, 2.8467, 0.6854], [-5.5317, 3.0167, 0.8541], [-4.1293, 3.2475, 1.0795], [-3.2425, 2.1638, 1.1316], [-1.8882, 2.4131, 1.3572], [-1.4421, 3.7523, 1.5510], [-0.0752, 3.7008, 1.7797], [0.3577, 2.3889, 1.7324], [-0.7361, 1.5741, 1.4808], [-2.3191, 4.8310, 1.5046], [-3.6715, 4.5685, 1.2618], [-3.5653, 1.1293, 1.0042], [0.5219, 4.5013, 1.9650], [1.3885, 2.1084, 1.9096], [-0.8023, 0.4957, 1.5247], [-1.9666, 5.8501, 1.6517], [-4.4055, 5.3772, 1.2235]],
  "mulliken_charge": [-1.380, 1.076, -0.663, -0.669, 0.745, -0.223, 0.351, -0.816, 0.837, -0.549, -0.684, 1.158, -1.427, -1.066, -0.205, -0.546, -0.861, 0.356, 0.339, 0.338, 0.404, 0.363, 0.438, 0.019, 0.371, 0.404, 0.420, 0.357, 0.346, 0.346, 0.302, 0.408, 0.342, 0.295, -0.500, -0.047, 0.338, -0.590, 1.442, -0.331, 0.024, -0.850, -0.929, -0.854, -0.616, 0.527, 0.207, 0.502, 0.899, 0.388, 0.467]
}


No. 6
{
  "formula": "C10H14ClOS",
  "method": "ωB97M-V with the def2-TZVPD basis set",
  "gap_ev": 6.5431,
  "total_charge": 1,
  "species": ["C", "C", "C", "S", "Cl", "O", "C", "C", "C", "C", "C", "C", "C", "H", "H", "H", "H", "H", "H", "H", "H", "H", "H", "H", "H", "H", "H"],
  "coordinates": [[-2.3382, 2.4447, 0.6177], [-1.1183, 1.8959, -0.2275], [0.0024, 3.0352, -0.1899], [1.0584, 2.6661, 1.2847], [2.1844, 4.3595, 1.5637], [-0.4879, 0.7530, 0.3370], [-1.0438, -0.4953, -0.1298], [0.0380, -1.6262, -0.2325], [1.3397, -1.3882, -0.8318], [2.2851, -2.4954, -0.9328], [1.8909, -3.7934, -0.4114], [0.5936, -4.0512, 0.1944], [-0.3467, -2.9446, 0.2970], [-2.5009, 3.5241, 0.3391], [-2.0500, 2.4366, 1.6989], [-3.2953, 1.8952, 0.4213], [-1.4094, 1.7926, -1.3047], [0.6560, 3.0000, -1.1035], [-0.4544, 4.0471, -0.0674], [1.9448, 1.6557, 0.9820], [-1.8354, -0.8068, 0.6129], [-1.5856, -0.3754, -1.1102], [1.6031, -0.3745, -1.2044], [3.2755, -2.3516, -1.4144], [2.6229, -4.6303, -0.4879], [0.3243, -5.0652, 0.5615], [-1.3532, -3.1075, 0.7380]],
  "mulliken_charge": [-1.325, 0.344, -0.756, 0.345, -0.066, -0.336, -0.663, 0.715, -0.244, -0.599, -0.320, -0.574, -0.472, 0.413, 0.313, 0.348, 0.390, 0.417, 0.508, 0.307, 0.232, 0.345, 0.333, 0.361, 0.323, 0.364, 0.296]
}


No. 7
{
  "formula": "C25H33O2SV",
  "method": "ωB97M-V with the def2-TZVPD basis set",
  "s_squared": 0.914,
  "gap_ev": [5.7345, 6.5678],
  "total_charge": 1,
  "relative_energy_ev": 0.615,
  "multiplicity": 2,
  "species": ["O", "C", "C", "H", "H", "C", "H", "H", "C", "H", "H", "H", "C", "H", "H", "H", "V", "C", "C", "C", "H", "C", "C", "H", "H", "H", "H", "C", "C", "C", "H", "C", "C", "H", "H", "H", "H", "O", "C", "C", "H", "H", "C", "H", "H", "C", "H", "H", "H", "H", "S", "C", "C", "C", "C", "C", "C", "H", "H", "H", "H", "H"],
  "coordinates": [[0.6858, 1.2988, -3.5093], [0.7580, 1.1045, -4.9911], [2.2939, 0.9474, -4.9720], [0.3139, 1.8822, -5.6343], [0.3109, 0.1268, -5.1877], [2.1299, 1.0967, -3.4367], [2.8850, 1.7439, -5.4390], [2.6105, -0.0720, -5.2729], [2.7800, 2.2645, -2.7305], [2.6336, 3.2152, -3.2482], [3.8543, 2.0891, -2.5666], [2.2200, 2.3162, -1.7823], [2.5276, -0.0997, -2.6426], [1.9674, -0.9653, -2.9586], [2.2593, 0.1030, -1.6013], [3.5959, -0.2302, -2.8133], [-0.0873, -0.9242, 0.9266], [0.3321, -3.2966, 0.1068], [-1.0879, -3.3595, 0.1211], [-1.6023, -2.2896, -0.6699], [-1.6817, -4.1729, 0.5424], [-0.4926, -1.5413, -1.2095], [0.7238, -2.2145, -0.7491], [1.7090, -2.0627, -1.1811], [1.0266, -4.0497, 0.4857], [-2.6414, -2.1668, -0.9839], [-0.5206, -0.7211, -1.9259], [1.0368, -1.1753, 2.8581], [1.9113, -1.1994, 1.7345], [1.7548, 0.0421, 1.0226], [2.6580, -1.9654, 1.5045], [0.7384, 0.8179, 1.6848], [0.3235, 0.0752, 2.8453], [-0.3287, 0.4663, 3.6265], [1.0482, -1.9305, 3.6515], [2.3762, 0.3972, 0.2118], [0.3785, 1.7876, 1.3563], [-0.2558, 2.8411, -0.6134], [-0.2529, 3.8724, -1.6772], [-1.6418, 4.5149, -1.7986], [-0.0146, 3.4001, -2.6458], [0.5078, 4.6569, -1.4899], [-2.5113, 3.7667, -0.7646], [-2.0911, 4.4140, -2.7946], [-1.5826, 5.5727, -1.5486], [-1.6337, 2.6142, -0.2459], [-3.4254, 3.3630, -1.2200], [-2.7822, 4.4500, 0.0525], [-1.9685, 1.6960, -0.7634], [-1.6879, 2.4649, 0.8470], [-2.2177, -1.2480, 2.2246], [-1.9638, -2.1949, 3.6480], [-2.5024, -1.7179, 4.8721], [-2.3706, -2.4672, 6.0348], [-1.6985, -3.7003, 6.0103], [-1.1465, -4.1678, 4.8115], [-1.2725, -3.4260, 3.6437], [-3.0174, -0.7581, 4.8590], [-2.7999, -2.0898, 6.9656], [-1.6168, -4.2958, 6.9206], [-0.6128, -5.1186, 4.7885], [-0.8416, -3.7802, 2.7113]],
  "mulliken_charge": [-0.449, -0.441, -0.874, 0.284, 0.222, 1.920, 0.345, 0.325, -1.680, 0.445, 0.392, 0.211, -1.193, 0.500, -0.424, 0.347, 0.310, -0.409, -0.129, -0.765, 0.537, -0.596, -0.637, 0.684, 0.506, 0.496, 0.703, -0.306, -0.753, -0.245, 0.584, -0.595, -0.785, 0.571, 0.562, 0.958, 0.786, -0.284, -0.181, -0.595, -0.039, 0.391, -0.624, 0.276, 0.258, -0.170, 0.294, 0.249, -0.008, 0.415, -0.304, 0.816, -0.577, -0.555, -0.431, -0.663, -0.352, 0.446, 0.370, 0.386, 0.401, 0.078]
}


No. 8
{
  "formula": "C3H4Cl2S",
  "method": "ωB97M-V with the def2-TZVPD basis set",
  "gap_ev": 10.3432,
  "total_charge": 0,
  "relative_energy_ev": 0.811,
  "species": ["C", "C", "Cl", "C", "S", "Cl", "H", "H", "H", "H"],
  "coordinates": [[-1.6245, 0.6696, -0.6077], [-0.3823, 0.7839, -0.1958], [0.4395, 2.1990, 0.2349], [0.6006, -0.6898, 0.0526], [1.0735, -0.7682, 1.7923], [1.9733, -0.5444, -1.0435], [-2.2561, 1.5333, -0.7342], [-2.0531, -0.2896, -0.8351], [-0.0169, -1.5329, -0.2402], [2.2460, -1.3610, 1.5767]],
  "mulliken_charge": [-0.742, 0.274, -0.121, -0.147, -0.160, -0.130, 0.287, 0.243, 0.347, 0.149]
}


In order of appearance, largest force on an atom = 0.123 0.016 0.057 0.168 0.051 0.048 0.122 0.083 Eh/bohr.